(1)
Computed, not measured: 4 unconnected molecules or ions with the total composition C16H33F2N2O4P, with ωB97M-V/def2-TZVPD.

Highest occupied orbital energy = -9.3 eV

Last column: natural (NBO) charge in e.
Positions of all 58 atoms, in Å:
C 1.3150 -1.4629 -4.9771  -0.65
C 0.4520 -2.6922 -5.1738  0.21
F 0.9555 -3.7291 -4.3786  -0.37
C -1.0024 -2.5028 -4.7598  -0.78
P -2.0117 -1.4743 -5.8723  1.78
N -3.6066 -1.8637 -6.2219  -1.11
F -1.5276 -2.4189 -7.1554  -0.62
N -2.5795 -0.3605 -4.5120  -0.89
C -1.8423 0.4884 -4.0634  0.85
O -1.1320 1.2814 -3.5884  -0.52
H 1.4990 -1.2681 -3.9207  0.23
H 2.2759 -1.6065 -5.4720  0.23
H 0.8360 -0.5983 -5.4422  0.21
H 0.5261 -3.0342 -6.2045  0.19
H -1.4667 -3.4939 -4.7469  0.26
H -1.0373 -2.1336 -3.7357  0.24
H -1.4664 -0.3834 -6.5382  -0.06
H -4.2261 -1.4408 -5.5409  0.40
H -3.7645 -2.8649 -6.1968  0.40
C -1.4169 3.2856 -0.7520  -0.44
C -2.6559 4.1607 -0.5709  -0.43
C -2.3152 4.9115 0.7119  -0.07
O -0.8937 5.0481 0.7351  -0.54
C -0.3132 4.2116 -0.2694  -0.07
H -1.2634 2.9432 -1.7718  0.23
H -1.4806 2.4086 -0.1029  0.20
H -2.7460 4.8594 -1.4058  0.20
H -3.5861 3.5991 -0.4960  0.21
H -2.6282 4.3433 1.5954  0.16
H -2.7677 5.9027 0.7624  0.18
H 0.0555 4.8507 -1.0795  0.16
H 0.5334 3.6697 0.1558  0.18
C 2.0977 2.3867 3.2486  -0.43
C 1.0002 1.5409 3.8863  -0.43
C 0.2572 1.0256 2.6633  -0.07
O 1.2255 0.9075 1.6162  -0.54
C 2.4339 1.5673 2.0103  -0.07
H 2.9602 2.5464 3.8938  0.22
H 1.7008 3.3628 2.9599  0.21
H 1.4429 0.7074 4.4374  0.21
H 0.3587 2.0969 4.5683  0.22
H -0.5168 1.7304 2.3378  0.16
H -0.2118 0.0552 2.8357  0.18
H 3.1854 0.8013 2.2308  0.16
H 2.7949 2.1831 1.1854  0.18
C 0.7955 -4.0776 4.9016  -0.43
C 2.0272 -3.8615 4.0239  -0.43
C 2.3350 -2.3938 4.2887  -0.07
O 1.9133 -2.1264 5.6268  -0.54
C 1.1264 -3.2146 6.1130  -0.07
H 0.6192 -5.1199 5.1630  0.22
H -0.0953 -3.6964 4.3976  0.20
H 2.8502 -4.4900 4.3709  0.20
H 1.8592 -4.0724 2.9691  0.22
H 1.7711 -1.7447 3.6086  0.17
H 3.3956 -2.1583 4.1922  0.18
H 1.7144 -3.7745 6.8484  0.16
H 0.2410 -2.8171 6.6104  0.18

***

(2)
Computed, not measured: 6 unconnected molecules or ions with the total composition C35H47F8O18S, with ωB97M-V/def2-TZVPD.

Total charge = +1
Highest occupied orbital energy = -10.6 eV

Last column: Löwdin charge in e.
Positions of all 109 atoms, in Å:
C 1.4708 -4.4644 2.1229  -0.08
C 1.4964 -3.0533 2.8755  -0.51
C 2.4425 -2.1383 1.9660  -0.06
C 2.1252 -3.3557 4.2978  -0.05
C 0.0025 -2.5648 2.9101  -0.12
C -0.3446 -1.4182 3.9528  -0.44
C 0.7839 -0.3487 4.1787  -0.06
C -0.8105 -1.9639 5.3712  -0.04
C -1.6282 -0.6843 3.3749  -0.16
C -2.8132 -1.5180 3.1121  0.01
C -3.9843 -0.8676 2.5418  0.00
C -4.0281 0.5394 2.2107  -0.30
O -5.1819 1.0682 1.6278  -0.08
C -5.0196 1.3337 0.2277  -0.14
C -4.0286 0.3864 -0.5187  -0.16
O -2.6703 0.8863 -0.5510  -0.16
C -1.9195 0.2631 -1.5560  -0.27
C -0.4658 0.8974 -1.4960  -0.29
S -0.3290 2.4270 -2.5267  1.17
C 0.3383 3.8308 -1.5384  -0.32
O -0.7577 4.6431 -1.0820  -0.01
C -0.3286 5.6067 -0.1956  -0.64
F -1.4284 6.3052 0.1901  0.17
F 0.2136 5.0855 0.9401  0.16
F 0.5373 6.4976 -0.7346  0.17
C -2.8746 1.3666 2.4928  0.00
C -1.6922 0.7221 3.0639  -0.03
H 0.9450 -5.2529 2.7153  0.09
H 0.9948 -4.3607 1.1148  0.08
H 2.5462 -4.7407 1.9436  0.08
H 2.7519 -2.6878 1.0379  0.08
H 1.8000 -1.2880 1.5936  0.06
H 3.3014 -1.7121 2.5284  0.07
H 2.8122 -2.5054 4.5600  0.07
H 2.8038 -4.2437 4.1805  0.08
H 1.3724 -3.5597 5.0904  0.07
H -0.6122 -3.4607 3.2152  0.12
H -0.4005 -2.2462 1.9161  0.12
H 1.2513 -0.0171 3.2212  0.07
H 1.5493 -0.7575 4.8910  0.08
H 0.3359 0.5284 4.7232  0.09
H 0.0431 -2.1550 6.0638  0.08
H -1.5029 -2.8409 5.2738  0.09
H -1.4361 -1.1518 5.8699  0.08
H -2.8453 -2.6066 3.3121  0.12
H -4.8907 -1.4794 2.3306  0.12
H -4.7436 2.3940 -0.0040  0.13
H -6.0254 1.1664 -0.2479  0.14
H -4.0824 -0.6849 -0.1812  0.14
H -4.3680 0.3627 -1.5991  0.13
H -1.7720 -0.8393 -1.4179  0.15
H -2.3022 0.4265 -2.6007  0.12
H 0.3347 0.1768 -1.7987  0.11
H -0.2718 1.1269 -0.4105  0.12
H -1.6166 2.7924 -2.8286  0.05
H 0.9711 4.4350 -2.2454  0.13
H 0.9981 3.4935 -0.7025  0.14
H -2.8433 2.4643 2.2959  0.12
H -0.8254 1.3988 3.2383  0.09
C -4.8242 1.4308 7.8793  -0.06
C -3.6655 1.5869 6.9381  -0.32
O -3.1074 0.2868 6.8977  0.11
C -4.1536 -0.5685 7.1288  -0.54
O -4.1287 -1.7330 6.9071  0.18
O -5.2301 0.0878 7.6372  0.08
F -2.7394 2.4408 7.4404  0.07
H -4.5309 1.5401 8.9259  0.15
H -5.6328 2.1287 7.6666  0.14
H -3.9435 1.8977 5.9276  0.17
C -3.9281 3.9940 -5.6039  -0.06
C -3.1430 3.0274 -6.4443  -0.31
O -3.5790 1.7691 -5.9762  0.12
C -4.8637 1.9596 -5.5360  -0.54
O -5.6311 1.0856 -5.3224  0.20
O -5.1422 3.2847 -5.3820  0.08
F -1.8052 3.1365 -6.2063  0.05
H -3.4479 4.2010 -4.6430  0.13
H -4.1122 4.9383 -6.1141  0.15
H -3.3337 3.1081 -7.5164  0.18
C 0.9625 2.1470 -7.4061  -0.08
C 2.1657 1.3955 -6.9147  -0.32
O 2.9434 1.2382 -8.0801  0.13
C 2.6441 2.3127 -8.8770  -0.53
O 3.2904 2.6556 -9.8048  0.21
O 1.5078 2.9396 -8.4548  0.08
F 1.8212 0.1641 -6.4523  0.06
H 0.1923 1.4868 -7.8124  0.15
H 0.5172 2.7713 -6.6338  0.12
H 2.7467 1.9240 -6.1542  0.18
C 4.3353 -2.6266 -7.9580  -0.06
C 3.0801 -2.8481 -7.1661  -0.32
O 3.5354 -3.5650 -6.0357  0.14
C 4.8276 -3.1655 -5.8388  -0.54
O 5.4384 -3.3486 -4.8388  0.18
O 5.3215 -2.5220 -6.9329  0.08
F 2.2019 -3.6245 -7.8477  0.08
H 4.5742 -3.4704 -8.6091  0.15
H 4.2961 -1.7192 -8.5596  0.14
H 2.5856 -1.9305 -6.8414  0.15
C 7.7439 -1.8555 3.5207  -0.06
C 6.8515 -1.8515 4.7279  -0.32
O 5.5830 -2.1669 4.1851  0.12
C 5.8299 -2.9318 3.0805  -0.53
O 5.0124 -3.5933 2.5301  0.17
O 7.1314 -2.8445 2.6958  0.08
F 6.7904 -0.6198 5.2891  0.08
H 7.7453 -0.8963 2.9980  0.15
H 8.7711 -2.1259 3.7608  0.14
H 7.1182 -2.5889 5.4886  0.18

***

(3)
Computed, not measured: 2 unconnected molecules or ions with the total composition C5H13O2, with ωB97M-V/def2-TZVPD.

Total charge = -1
Highest occupied orbital energy = -3.6 eV

Last column: natural (NBO) charge in e.
Positions of all 20 atoms, in Å:
C 0.5653 -1.8470 -1.2830  -0.03
O 1.3057 -1.0128 -0.4857  -0.90
C 0.3893 -3.2394 -0.6681  -0.63
H 0.9601 -1.9568 -2.3159  0.10
H -0.4578 -1.4468 -1.4619  0.10
H -0.1662 -3.9559 -1.2746  0.17
H -0.1094 -3.0728 0.2930  0.19
H 1.3743 -3.6482 -0.4204  0.19
C -0.2351 1.6806 -0.4649  -0.02
O 0.8326 1.2789 -1.2519  -0.83
C 0.0893 1.6045 1.0507  -0.44
C -1.0643 2.1014 1.9247  -0.61
H -0.5266 2.7104 -0.7357  0.12
H -1.1590 1.0912 -0.6479  0.11
H 1.1058 0.2196 -0.9694  0.50
H 0.3114 0.5560 1.2351  0.23
H 0.9802 2.2219 1.1849  0.18
H -1.9328 1.4595 1.7411  0.19
H -0.8163 2.1865 2.9793  0.19
H -1.4465 3.0691 1.5707  0.18

***

(4)
Computed, not measured: a molecular structure, C37H40EuN5OS2, with ωB97M-V/def2-TZVPD.

Spin multiplicity = 7
Highest occupied orbital energy (alpha / beta) = -6.4 / -6.4 eV

Last column: Löwdin charge in e.
Positions of all 86 atoms, in Å:
Eu 0.2115 0.2610 0.7036  1.72
C 2.0299 1.5433 3.3371  -0.05
N 2.0487 2.0813 1.8790  -0.21
C 3.4317 1.7781 1.2287  -0.18
C 3.4170 1.9969 -0.3171  -0.16
N 2.5495 1.0109 -1.0241  -0.23
C 1.9511 1.6680 -2.2089  -0.11
C 3.1685 -0.2302 -1.3809  -0.30
C 3.6350 -0.4874 -2.6943  -0.08
C 4.2854 -1.6420 -3.0595  -0.12
C 4.6522 -2.6205 -2.0957  -0.09
C 4.2111 -2.4252 -0.7927  -0.17
C 3.3906 -1.2948 -0.4737  -0.68
S 2.8457 -1.4929 1.1200  0.58
C 1.5787 3.4519 1.8589  -0.30
C 2.4712 4.5147 1.8500  -0.05
C 1.9391 5.8061 1.9986  -0.13
C 0.6192 6.0912 2.2793  -0.10
C -0.2964 5.0092 2.2147  -0.14
C 0.1482 3.7100 1.9738  -0.66
S -1.0476 2.4404 1.9207  0.49
H 3.0591 1.6784 3.7626  0.10
H 1.8626 0.4947 3.2008  0.02
H 1.3409 2.0307 3.9801  0.07
H 3.6895 0.7189 1.4459  0.03
H 4.1981 2.4945 1.6679  0.11
H 4.4264 2.0395 -0.8649  0.16
H 2.9559 2.9960 -0.4261  0.10
H 2.7332 2.0696 -2.9322  0.09
H 1.3897 2.5785 -1.9269  0.08
H 1.2915 0.9139 -2.7148  0.10
H 3.6629 0.3388 -3.4942  0.12
H 4.2482 -1.8787 -4.1321  0.10
H 5.3332 -3.3878 -2.3300  0.08
H 4.3706 -3.2122 0.0042  0.10
H 3.5562 4.3919 1.6588  0.11
H 2.6112 6.6959 1.9364  0.11
H 0.3425 7.1023 2.5386  0.09
H -1.3654 5.1767 2.3308  0.09
C -0.8637 -1.5955 4.9334  -0.07
C -1.2282 -2.9034 4.6315  -0.11
C -1.0792 -3.4759 3.4001  -0.04
C -0.6856 -2.5874 2.3424  -0.23
C -0.5919 -1.2344 2.6183  -0.21
C -0.6315 -0.7308 3.8699  -0.17
C -0.1307 -3.1144 1.1264  -0.30
C 0.4828 -4.4075 1.1039  -0.01
C 0.9258 -4.8550 -0.0908  -0.01
C 0.4972 -4.2187 -1.2979  -0.12
C 0.5149 -4.8267 -2.6383  -0.01
C -0.0891 -4.1331 -3.6768  -0.11
C -0.7951 -2.9198 -3.5511  -0.09
C -0.7211 -2.3391 -2.3379  -0.04
C -0.2077 -2.9861 -1.1550  -0.21
N -0.2123 -2.3634 0.0509  0.05
H -0.9066 -1.1272 5.9055  0.10
H -1.5503 -3.5380 5.4560  0.10
H -1.3886 -4.4958 3.2187  0.11
H -0.5815 0.3157 4.0062  0.04
H 0.7642 -4.9318 2.0495  0.14
H 1.4885 -5.7733 -0.1702  0.12
H 1.0645 -5.7545 -2.8160  0.11
H -0.0575 -4.5092 -4.7176  0.11
H -1.2960 -2.4743 -4.4370  0.12
H -1.0195 -1.3192 -2.1370  0.08
C -4.0704 -1.5740 -0.3707  -0.05
N -4.1461 -0.2872 -0.9618  -0.09
C -5.4105 -0.0804 -1.7388  -0.12
C -5.9429 1.3019 -1.3236  -0.15
C -4.9128 2.3968 -1.5741  -0.13
N -3.5127 1.8641 -1.5059  -0.08
C -2.4138 2.6837 -1.9766  -0.04
C -3.1574 0.6349 -0.9801  -0.45
O -2.0155 0.4189 -0.4815  -0.18
H -3.0697 -1.9492 -0.2903  0.06
H -4.6313 -2.3607 -1.0076  0.12
H -4.6248 -1.6124 0.6023  0.11
H -6.1717 -0.8181 -1.5957  0.11
H -5.1086 -0.0652 -2.8269  0.14
H -6.1366 1.2223 -0.2190  0.13
H -6.8946 1.4726 -1.8353  0.11
H -4.9609 3.1957 -0.8237  0.13
H -5.0520 2.8011 -2.5619  0.11
H -2.8438 3.5129 -2.5556  0.10
H -1.7784 2.0846 -2.5715  0.07
H -1.7943 3.0445 -1.1112  0.08

***

(5)
Computed, not measured: a molecular structure, C30H46O2P2Ru, with ωB97M-V/def2-TZVPD.

Total charge = +1
Spin multiplicity = 6
Highest occupied orbital energy (alpha / beta) = -6.6 / -9.1 eV

Last column: Löwdin charge in e.
Positions of all 81 atoms, in Å:
Ru 1.7406 3.9912 0.2144  1.04
C 0.9494 -0.6884 1.9399  -0.21
C -0.1482 0.1571 2.3043  -0.19
C -0.9373 -1.4854 0.8796  -0.21
C 0.4478 -1.7195 1.0902  -0.15
C -1.3110 -0.3343 1.6151  -0.19
C 2.3570 -0.6121 2.3781  -0.06
H 2.5329 0.1629 3.1257  0.07
H 3.0309 -0.4125 1.5343  0.08
H 2.6398 -1.5830 2.8032  0.09
C 1.2107 -2.8259 0.4799  0.01
H 2.1898 -2.9634 0.9548  0.09
H 1.4140 -2.6279 -0.5769  0.08
H 0.6608 -3.7643 0.5283  0.09
C -1.8090 -2.2720 0.0026  -0.03
H -1.5960 -3.3382 0.0946  0.09
H -1.6482 -2.0099 -1.0459  0.05
H -2.8775 -2.1132 0.1889  0.08
C -2.7018 0.1639 1.6923  -0.05
H -3.3168 -0.5389 2.2716  0.10
H -3.1455 0.2280 0.6927  0.07
H -2.7451 1.1488 2.1576  0.07
C -0.1317 1.3199 3.2343  -0.05
H -0.5633 1.0651 4.2174  0.10
H -0.7066 2.1798 2.8415  0.06
H 0.8863 1.6946 3.4204  0.06
C 2.6705 4.8132 -1.2533  -0.32
C 3.0604 5.4061 0.0253  -0.31
C 2.3608 6.6269 0.5500  -0.19
C 0.8215 6.6014 0.4445  -0.18
C 0.1884 5.2062 0.2538  -0.34
C -0.3429 4.8531 -1.1137  -0.36
C 0.3519 5.4873 -2.2987  -0.22
C 1.8975 5.6389 -2.2982  -0.14
H 2.7487 7.4741 -0.0182  0.12
H 0.4658 7.2845 -0.3347  0.11
H 2.7031 6.7892 1.5980  0.13
H 2.1406 6.7231 -2.2009  0.12
H 3.2979 3.9994 -1.6089  0.09
H 4.0546 5.2262 0.4068  0.12
H 2.1975 5.3821 -3.3344  0.12
H 0.0194 4.9719 -3.2153  0.10
H -1.4151 5.0971 -1.2033  0.09
H -0.0652 6.5046 -2.4054  0.12
H 0.4485 6.9842 1.4055  0.12
H -0.4557 4.9730 1.1282  0.11
P 1.4406 1.9158 -1.0500  0.94
C 2.8082 1.0643 -1.8630  -0.28
C 2.7116 2.6071 1.3166  -0.22
P -1.2302 3.0148 -1.6452  1.02
C 0.3684 2.2918 -2.4134  -0.49
C -1.9808 2.8393 -0.0136  -0.20
C -2.4165 2.6169 -2.9443  -0.16
H 2.4005 -0.0043 -2.2370  0.00
H 3.6116 0.8388 -1.1400  0.04
H 3.1836 1.6389 -2.7141  0.05
H 3.1208 3.3971 1.9500  0.03
H 3.5151 2.0975 0.7984  0.01
H 2.1073 1.9434 1.9359  -0.03
H -2.2392 3.2189 -3.8351  0.07
H -3.4350 2.7709 -2.5722  0.07
H -2.2611 1.5555 -3.1795  0.07
H 0.0456 1.3868 -2.9630  0.03
H 0.8875 3.0002 -3.0689  0.07
H -2.7462 2.0621 -0.0087  0.04
H -2.5030 3.7699 0.2492  0.08
H -1.2896 2.6446 0.8124  0.03
O 1.8987 -1.1997 -2.6004  -0.06
C 0.6252 -1.3373 -2.7576  -0.57
O -0.2516 -0.4563 -2.6157  -0.07
C 0.2216 -2.7338 -3.1553  -0.13
C 1.1618 -3.7684 -3.3092  -0.02
C 0.7403 -5.0729 -3.5539  -0.07
C -0.6282 -5.3572 -3.6509  -0.08
C -1.5719 -4.3278 -3.5425  -0.05
C -1.1399 -3.0132 -3.3272  -0.05
H 2.2258 -3.5302 -3.2233  0.12
H 1.4859 -5.8706 -3.6362  0.11
H -0.9605 -6.3916 -3.7878  0.11
H -2.6447 -4.5315 -3.5872  0.11
H -1.8391 -2.1799 -3.2593  0.11

***

(6)
Computed, not measured: C7H8O in the gas phase, with ωB97M-V/def2-TZVPD.

Highest occupied orbital energy = -8.3 eV

Last column: natural (NBO) charge in e.
Positions of all 16 atoms, in Å:
C -2.7238 0.3264 0.0340  -0.21
O -1.7858 -0.7004 -0.0405  -0.47
C -0.5421 -0.3202 -0.0129  0.33
C 0.5287 -1.2954 -0.0086  -0.29
C 1.8221 -1.0150 0.0280  -0.18
C 2.3064 0.3202 -0.0400  -0.26
C 1.3050 1.3918 0.0025  -0.20
C -0.0820 1.0686 -0.0413  -0.35
H -2.3284 1.0160 1.0780  0.16
H -3.5134 -0.2941 0.1338  0.20
H -2.6763 0.9672 -0.7643  0.18
H 0.2264 -2.2852 -0.0485  0.22
H 2.7969 -1.7975 0.0620  0.22
H 3.2746 0.5062 0.2538  0.21
H 1.6635 2.5534 -0.0098  0.23
H -0.8428 2.0783 -0.1507  0.23

***

(7)
Computed, not measured: a molecular structure, C6H11P, with ωB97M-V/def2-TZVPD.

Highest occupied orbital energy = -8.7 eV

Last column: natural (NBO) charge in e.
Positions of all 18 atoms, in Å:
C 0.5026 1.8561 -0.2635  -0.37
C 0.7860 0.6648 0.0832  -0.04
C -0.1215 -1.6147 0.2296  -0.38
C -0.3106 -0.3116 0.0633  -0.35
C 2.1356 0.1849 0.6891  -0.64
C -2.8237 0.0136 1.0080  -0.83
P -1.9581 0.3098 -0.4167  0.67
H 1.1550 2.7131 -0.0588  0.20
H -0.4819 2.0640 -0.7676  0.20
H -0.8946 -2.2916 -0.1200  0.20
H 0.7004 -2.1145 0.7800  0.21
H 0.0653 -0.8374 -2.9051  0.00
H 2.5499 -0.6717 0.1239  0.23
H 2.8490 0.9455 0.6163  0.22
H 2.0030 0.0986 1.7677  0.22
H -0.1325 -0.8838 -3.6736  0.00
H -3.8161 0.4264 1.0526  0.23
H -2.2078 -0.5515 1.7917  0.24

***

(8)
Computed, not measured: a gas-phase ion, Cl3OP2 (charge +1), with ωB97M-V/def2-TZVPD.

Total charge = +1
Highest occupied orbital energy = -15.2 eV

Last column: natural (NBO) charge in e.
Positions of all 6 atoms, in Å:
O 0.7121 1.1782 2.8919  -0.89
P 1.4492 0.2515 2.1113  1.56
P -0.7600 0.7379 -2.0418  1.04
Cl 0.9148 0.5201 -0.0935  -0.45
Cl -1.2704 -0.9672 -2.8871  -0.12
Cl -2.3041 1.2013 -0.8583  -0.14

***

Number 1: total energy -43021.5710 eV. Number 2: total energy -106477.3040 eV. Number 3: total energy -9490.8752 eV. Number 4: total energy -89514.0271 eV. Number 5: total energy -57091.5929 eV. Number 6: total energy -9432.7797 eV. Number 7: total energy -15685.0594 eV. Number 8: total energy -58185.6514 eV.